The following is a quantum chemistry calculation of C37H38AsIrN6O4SSe as an isolated structure in a non-equilibrium geometry, from the OMol25 dataset.

Summary:
HOMO   -12.35 eV
Total charge   +2
Kohn-Sham gap   6.208 eV

Geometry (Å):
Ir (-0.102, -0.843, 0.256)
N (0.637, -0.614, 5.434)
C (-0.246, -0.990, 4.286)
C (-1.396, -0.006, 4.157)
C (-2.192, -0.230, 2.865)
N (-1.478, 0.327, 1.671)
C (-2.525, -1.700, 2.651)
C (-1.345, -2.643, 2.891)
N (-0.287, -2.512, 1.820)
C (-0.736, -2.417, 4.275)
H (1.327, 0.082, 4.945)
H (1.172, -1.406, 5.786)
H (0.142, -0.193, 6.217)
H (0.410, -0.849, 3.429)
H (-1.028, 1.024, 4.189)
H (-2.083, -0.128, 5.001)
H (-3.121, 0.332, 2.970)
H (-0.887, 1.100, 1.971)
H (-2.176, 0.761, 1.072)
H (-2.917, -1.841, 1.640)
H (-3.325, -1.987, 3.336)
H (-1.718, -3.667, 2.842)
H (-0.401, -3.314, 1.209)
H (0.644, -2.620, 2.219)
H (0.080, -3.127, 4.438)
H (-1.493, -2.603, 5.041)
S (1.910, -0.877, -0.915)
C (1.887, 0.328, -2.207)
C (3.061, 0.530, -2.936)
C (3.080, 1.481, -3.942)
C (1.948, 2.236, -4.248)
C (0.786, 2.041, -3.528)
C (0.773, 1.092, -2.510)
As (-0.737, 0.707, -1.440)
C (-1.451, 2.405, -0.844)
C (-2.427, 3.063, -1.593)
C (-2.820, 4.348, -1.245)
C (-2.242, 4.987, -0.158)
C (-1.248, 4.349, 0.571)
C (-0.849, 3.068, 0.224)
C (-2.046, -0.023, -2.643)
C (-1.581, -0.712, -3.761)
C (-2.484, -1.361, -4.592)
C (-3.843, -1.314, -4.313)
C (-4.309, -0.612, -3.209)
C (-3.411, 0.029, -2.367)
H (3.947, -0.053, -2.715)
H (3.994, 1.641, -4.499)
H (1.986, 2.979, -5.031)
H (-0.095, 2.636, -3.737)
H (-2.868, 2.600, -2.461)
H (-3.571, 4.854, -1.836)
H (-2.549, 5.989, 0.108)
H (-0.764, 4.857, 1.394)
H (-0.020, 2.618, 0.762)
H (-0.521, -0.740, -3.984)
H (-2.126, -1.896, -5.461)
H (-4.545, -1.817, -4.966)
H (-5.370, -0.562, -3.005)
H (-3.781, 0.559, -1.498)
O (2.043, 0.849, 3.822)
C (2.012, 0.800, 2.569)
O (1.300, -0.044, 1.926)
C (2.928, 1.744, 1.853)
C (4.120, 2.121, 2.471)
C (4.994, 2.994, 1.844)
C (4.661, 3.553, 0.619)
C (3.454, 3.202, 0.048)
C (2.601, 2.277, 0.618)
N (3.029, 3.873, -1.192)
O (3.865, 4.463, -1.836)
O (1.846, 3.804, -1.475)
H (4.356, 1.717, 3.446)
H (5.928, 3.260, 2.320)
H (5.304, 4.265, 0.121)
H (1.704, 1.991, 0.095)
Se (-2.424, -2.701, -1.226)
N (-0.659, -2.443, -0.894)
C (0.003, -3.541, -1.261)
C (1.365, -3.887, -1.007)
C (1.826, -5.082, -1.452)
C (1.009, -6.019, -2.169)
C (-0.302, -5.770, -2.371)
C (-0.852, -4.542, -1.878)
N (-2.144, -4.282, -1.913)
H (2.016, -3.217, -0.469)
H (2.857, -5.347, -1.253)
H (1.454, -6.940, -2.520)
H (-0.965, -6.465, -2.867)